Below is a molecular structure, C38H45Br2FN5O7PRuTe, with properties calculated with ωB97M-V with the def2-TZVPD basis set.

Calculated values
- energy above the lowest of the compared OMol25 structures with the same formula, charge and spin (kJ/mol) = 0.00
- charge = +1
- multiplicity = 2
- HOMO-LUMO gap (spin up / spin down) (eV) = 4.91 / 5.13

Positions of all 101 atoms, in Å:
1 Ru 0.464093 0.251947 0.340246
2 Br 1.001111 -4.694472 1.690778
3 C 2.273796 -3.467809 1.012255
4 C 3.629714 -3.842486 0.979858
5 C 4.581672 -2.978699 0.519892
6 Br 6.390381 -3.537253 0.475939
7 C 4.224385 -1.675237 0.096516
8 C 5.110231 -0.690090 -0.398800
9 C 4.634417 0.542186 -0.747271
10 C 3.268333 0.832202 -0.588064
11 N 2.426926 -0.071470 -0.148536
12 C 2.869030 -1.319986 0.177332
13 C 1.848276 -2.218877 0.602242
14 O 0.631279 -1.796938 0.580169
15 H 3.916492 -4.824979 1.328017
16 H 6.162359 -0.921911 -0.495989
17 H 5.295817 1.303404 -1.135209
18 H 2.850401 1.805527 -0.814550
19 C -3.930518 6.727604 1.983569
20 C -3.683135 6.222738 0.570300
21 N -3.220853 4.832233 0.547234
22 C -1.886463 4.592687 0.526785
23 C -1.296097 3.371020 0.518457
24 C 0.221893 3.375108 0.423928
25 O 0.796899 4.448725 0.565786
26 O 0.763668 2.268223 0.131339
27 C -2.120532 2.203545 0.563282
28 O -1.757154 1.026206 0.637094
29 C -3.578080 2.466474 0.501441
30 C -4.452477 1.387500 0.402649
31 C -5.802413 1.589923 0.425752
32 F -6.624832 0.516930 0.332938
33 C -6.353114 2.871918 0.549036
34 C -5.488982 3.945375 0.603859
35 C -4.098148 3.766443 0.550799
36 N -7.757258 3.130019 0.600054
37 C -8.334046 3.859901 -0.526197
38 C -9.490903 4.730318 0.014795
39 N -9.805305 4.229937 1.394245
40 C -10.028944 2.747256 1.359088
41 C -8.668929 2.080308 1.044989
42 H -4.288914 7.757075 1.958472
43 H -3.006604 6.701533 2.561158
44 H -4.668632 6.112822 2.502283
45 H -2.913135 6.820347 0.087451
46 H -4.577892 6.307519 -0.045397
47 H -1.238319 5.461232 0.503717
48 H -4.044962 0.390189 0.258785
49 H -5.912913 4.936263 0.695368
50 H -8.703034 3.173818 -1.297346
51 H -7.574565 4.489655 -0.979085
52 H -10.390877 4.641504 -0.588953
53 H -9.219030 5.780431 0.096206
54 H -10.584439 4.732414 1.814725
55 H -8.951715 4.372374 1.943409
56 H -10.769555 2.552527 0.586778
57 H -10.432685 2.428190 2.316217
58 H -8.824803 1.299559 0.298817
59 H -8.256637 1.615611 1.937466
60 C -2.808007 -2.669676 3.858218
61 N -2.624274 -1.647959 2.802610
62 C -3.381672 -0.407935 3.070581
63 C -1.176979 -1.376816 2.453217
64 C -0.390980 -0.320876 3.191643
65 C -0.361793 -0.193882 4.577253
66 C 0.505549 0.703461 5.187301
67 C 1.370482 1.460515 4.412353
68 C 1.349378 1.337988 3.026986
69 C 0.472680 0.458499 2.392011
70 H -3.868022 -2.889631 3.970249
71 H -2.408094 -2.297877 4.796500
72 H -2.273406 -3.570477 3.567626
73 H -2.942174 -2.030728 1.895077
74 H -3.055166 0.007049 4.020958
75 H -4.446052 -0.635908 3.102268
76 H -3.155940 0.291249 2.273985
77 H -1.240059 -1.087039 1.417277
78 H -0.671133 -2.340500 2.476804
79 H -1.003657 -0.803653 5.205241
80 H 0.513831 0.797794 6.266073
81 H 2.059575 2.148989 4.886627
82 H 2.018148 1.945089 2.427719
83 C -5.071656 -1.638546 -3.797953
84 C -4.149254 -1.153635 -2.702315
85 O -3.028083 -2.040331 -2.638047
86 P -1.943820 -1.839196 -1.455952
87 O -2.654741 -1.899857 -0.133351
88 Te -0.685769 0.136822 -2.082665
89 O -0.968125 -3.050749 -1.722924
90 C -1.302891 -4.402383 -1.337357
91 C -2.198940 -5.079370 -2.351891
92 H -5.808763 -0.870523 -4.039234
93 H -5.595997 -2.546354 -3.498727
94 H -4.492451 -1.855818 -4.695201
95 H -4.654786 -1.145325 -1.732041
96 H -3.792268 -0.140738 -2.911857
97 H -1.757490 -4.384065 -0.345617
98 H -0.345405 -4.912149 -1.263446
99 H -3.187366 -4.622257 -2.374746
100 H -2.297656 -6.136178 -2.097677
101 H -1.766551 -4.997433 -3.349394

Forces on atoms 1 to 2 (eV/Å):
Ru 0.05 0.68 -0.37
Br -0.01 0.03 -0.03

Here are the Löwdin charges for atoms 1 to 8, given in e:
1. Ru 1.028
2. Br 0.793
3. C -0.573
4. C -0.165
5. C -0.632
6. Br 0.775
7. C -0.181
8. C -0.008

=====

Below is a molecular structure, C38H45Br2IN12NaOP, with properties calculated with ωB97M-V with the def2-TZVPD basis set.

Calculated values
- energy above the lowest of the compared OMol25 structures with the same formula, charge and spin (kJ/mol) = 11.90
- charge = 0
- HOMO-LUMO gap (eV) = 6.42

Positions of all 101 atoms, in Å:
1 Na -0.063297 -0.123522 0.565692
2 C -1.055791 3.242360 5.444580
3 N -1.655549 2.876192 4.180110
4 C -2.495611 3.648920 3.431044
5 C -2.752857 2.930723 2.295685
6 N -2.087358 1.745205 2.331202
7 C -1.436037 1.723767 3.473810
8 P -0.528960 0.342228 4.240044
9 C 1.072688 0.524096 3.395998
10 N 1.289241 1.142666 2.248916
11 C 2.636330 1.090922 2.043784
12 C 3.243349 0.438396 3.077628
13 N 2.243335 0.082694 3.938927
14 C 2.400420 -0.622598 5.191683
15 C -1.188891 -1.074557 3.320933
16 N -1.496542 -1.078142 2.041333
17 C -2.113705 -2.266844 1.804547
18 C -2.164586 -3.003907 2.953290
19 N -1.575015 -2.240772 3.919908
20 C -1.350709 -2.644218 5.289992
21 H -1.520200 4.155440 5.808742
22 H 0.015629 3.415380 5.330532
23 H -1.205168 2.451511 6.179207
24 H -2.817872 4.625139 3.751475
25 H -3.381668 3.195223 1.461828
26 H 3.095828 1.518510 1.169792
27 H 4.273697 0.190696 3.266043
28 H 3.460548 -0.750962 5.393842
29 H 1.931518 -1.606349 5.145339
30 H 1.947297 -0.057535 6.006313
31 H -2.493131 -2.514346 0.832332
32 H -2.551207 -3.986311 3.163229
33 H -2.079148 -3.404416 5.563246
34 H -1.462047 -1.789261 5.954232
35 H -0.349946 -3.063040 5.412946
36 Br -1.883836 2.725130 -1.389554
37 C -0.246743 3.735189 -1.220966
38 Br 0.099020 4.306865 0.581330
39 H -0.342049 4.618430 -1.838234
40 H 0.569661 3.102833 -1.544988
41 C 3.443721 4.622235 -1.415957
42 C 3.273680 3.106561 -1.465528
43 C 2.905901 2.535561 -2.813980
44 C 3.009184 3.280478 -3.978516
45 C 2.687500 2.731585 -5.212370
46 C 2.322744 1.399592 -5.282253
47 C 2.240702 0.607007 -4.141567
48 C 1.946654 -0.867341 -4.298824
49 C 3.177502 -1.632850 -4.797211
50 C 2.475947 1.189214 -2.876539
51 N 2.214683 0.497185 -1.696366
52 C 2.928242 -0.537513 -1.389642
53 C 2.708894 -1.482514 -0.366020
54 C 3.529714 -2.620064 -0.172909
55 C 2.943288 -3.352258 0.844789
56 C 1.801405 -2.620295 1.222154
57 N 1.657048 -1.499232 0.519841
58 H 2.603444 5.138763 -1.882482
59 H 3.508346 4.952205 -0.379424
60 H 4.357791 4.929100 -1.927461
61 H 2.513976 2.793252 -0.745848
62 H 4.206025 2.635728 -1.135843
63 H 3.362643 4.302952 -3.932784
64 H 2.750726 3.335393 -6.108710
65 H 2.104973 0.954545 -6.248454
66 H 1.142976 -1.007139 -5.027588
67 H 1.619356 -1.286143 -3.347982
68 H 3.465676 -1.288526 -5.791372
69 H 2.968892 -2.703131 -4.844583
70 H 4.024046 -1.480085 -4.127278
71 H 3.822191 -0.751551 -1.991348
72 H 4.423344 -2.854366 -0.734095
73 H 3.275674 -4.295550 1.251543
74 H 1.084297 -2.886469 1.991424
75 C -1.640534 -5.271081 -2.382414
76 N -1.511988 -3.859504 -2.698647
77 C -1.810658 -3.362485 -3.910437
78 C -1.677392 -2.043014 -4.179738
79 C -1.198686 -1.218640 -3.117229
80 N -0.941713 -1.687122 -1.913298
81 C -1.064355 -3.010928 -1.635758
82 O -0.834885 -3.534906 -0.565243
83 N -1.034361 0.107120 -3.305932
84 H -1.907036 -5.827882 -3.277999
85 H -2.402678 -5.410946 -1.616053
86 H -0.698210 -5.636967 -1.979074
87 H -2.151928 -4.071713 -4.653352
88 H -1.905183 -1.625279 -5.148365
89 H -0.483762 0.575690 -2.600817
90 H -1.024298 0.484513 -4.235646
91 I -4.681664 -0.105405 3.839467
92 C -5.061465 0.072380 1.759698
93 C -6.352811 0.361298 1.340067
94 C -6.563069 0.424491 -0.029105
95 C -5.501034 0.206734 -0.897266
96 C -4.252961 -0.061138 -0.354607
97 N -4.053125 -0.129249 0.958320
98 H -7.152746 0.523108 2.047480
99 H -7.552348 0.640386 -0.412055
100 H -5.645857 0.241683 -1.968671
101 H -3.377059 -0.229174 -0.975944

Forces on atoms 1 to 2 (eV/Å):
Na -0.17 0.48 -0.48
C 0.08 0.01 0.12

Here are the natural (NBO) charges for atoms 1 to 8, given in e:
1. Na 0.858
2. C -0.406
3. N -0.344
4. C -0.091
5. C -0.090
6. N -0.443
7. C 0.080
8. P 0.728